1.
Formula: C5H11CaNO5S2
Source: the Open Molecules 2025 dataset
Level of theory: ωB97M-V with the def2-TZVPD basis set

Each line ends with the natural charge from an NBO analysis.
Cartesian coordinates (Å):
C1 -1.310 2.402 -0.339  -0.891
S1 -0.999 1.062 -1.480  2.124
O1 -2.182 0.948 -2.231  -0.886
O2 0.149 1.285 -2.282  -0.897
C2 -0.848 -0.564 -0.513  0.182
N1 -2.200 -1.062 -0.450  -0.758
C3 -0.343 -0.338 0.924  -0.483
C4 1.130 0.092 0.995  -0.300
C5 1.971 -1.118 0.542  -0.710
S2 1.468 -1.604 -1.119  2.409
O3 1.838 -2.940 -1.243  -0.876
O4 2.131 -0.734 -1.983  -0.861
O5 -0.137 -1.553 -1.226  -0.647
H1 -2.119 2.115 0.324  0.241
H2 -0.422 2.734 0.185  0.206
H3 -1.688 3.197 -0.972  0.308
H4 -2.148 -2.013 -0.087  0.383
H5 -2.708 -0.507 0.233  0.366
H6 -0.414 -1.291 1.442  0.235
H7 -0.997 0.381 1.402  0.236
H8 1.377 0.320 2.081  -0.107
H9 1.357 0.977 0.401  0.272
H10 1.870 -1.913 1.274  0.242
H11 3.016 -0.834 0.512  0.264
Ca1 2.206 0.959 3.611  1.949

* orbital gap: 4.40 eV
* lowest unoccupied orbital energy: -11.39 eV
* M: 269.36 g mol⁻¹
* charge: +2
* DFT total energy: -57177.73256 eV

=====

2.
Formula: C7H22N4O6P2
Source: the Open Molecules 2025 dataset
Level of theory: ωB97M-V with the def2-TZVPD basis set

Each line ends with the natural charge from an NBO analysis.
Cartesian coordinates (Å):
C1 -2.507 0.397 -1.660  -0.405
N1 -1.135 0.314 -1.217  -0.789
C2 -0.314 1.345 -1.849  -0.417
P1 -0.274 -1.091 -0.693  2.278
O1 0.568 -0.413 0.366  -0.977
N2 -1.200 -2.085 0.426  -0.800
C3 -2.605 -1.836 0.721  -0.412
C4 -0.546 -2.290 1.722  -0.395
N3 -0.746 -2.100 -1.996  -0.771
C5 -0.052 -1.823 -3.256  -0.414
C6 -1.890 -2.967 -2.158  -0.398
H1 -2.645 0.090 -2.710  0.161
H2 -2.855 1.428 -1.576  0.205
H3 -3.183 -0.183 -1.040  0.205
H4 0.024 1.049 -2.852  0.157
H5 0.569 1.557 -1.243  0.237
H6 -0.860 2.284 -1.943  0.198
H7 -2.772 -0.818 1.100  0.179
H8 -2.958 -2.534 1.483  0.199
H9 -3.263 -2.014 -0.127  0.189
H10 -0.635 -1.418 2.380  0.178
H11 0.511 -2.510 1.597  0.209
H12 -0.986 -3.150 2.233  0.183
H13 -0.604 -1.104 -3.875  0.184
H14 0.094 -2.733 -3.840  0.202
H15 0.944 -1.415 -3.068  0.201
H16 -2.833 -2.417 -2.200  0.184
H17 -1.938 -3.727 -1.379  0.228
H18 -1.820 -3.515 -3.100  0.201
N4 1.547 2.872 1.480  -1.357
P2 2.469 2.126 2.469  2.391
O2 2.341 0.551 2.287  -0.951
O3 2.006 2.468 3.966  -0.973
O4 4.082 2.422 2.305  -0.772
C7 4.455 3.742 2.300  0.973
O5 5.446 4.049 1.714  -0.529
O6 3.707 4.652 2.953  -0.702
H19 2.091 3.476 0.873  0.376
H20 2.927 0.330 1.554  0.518
H21 1.086 2.175 3.986  0.516
H22 3.899 4.647 3.897  0.511

* orbital gap: 8.20 eV
* lowest unoccupied orbital energy: 0.13 eV
* M: 320.22 g mol⁻¹
* DFT total energy: -44438.69694 eV

=====

3.
Formula: C37H57AlBBr3Ca2Cl7F9NO17S
Source: the Open Molecules 2025 dataset
Level of theory: ωB97M-V with the def2-TZVPD basis set

Each line ends with the Mulliken charge.
Cartesian coordinates (Å):
C1 -1.127 0.677 8.016  -0.109
C2 -1.372 0.337 6.876  -0.753
C3 -1.815 0.167 5.376  -0.867
C4 -1.843 1.545 4.585  1.114
C5 -2.874 2.458 5.377  -1.931
O1 -2.280 3.343 6.333  -0.155
C6 -3.372 3.915 7.077  -0.306
C7 -2.911 4.969 8.163  -1.118
C8 -2.596 1.192 3.206  -0.435
C9 -4.162 0.888 3.255  -1.038
C10 -4.917 0.227 1.981  -1.154
C11 -4.188 -0.932 1.145  -0.510
C12 -3.984 -0.405 -0.370  -0.737
C13 -2.764 -1.020 -1.182  -0.116
C14 -2.777 -0.604 -2.729  -0.876
C15 -1.313 -0.748 -3.402  0.256
C16 -0.794 0.659 -3.954  -0.017
C17 0.067 0.367 -5.284  -0.135
C18 -2.092 2.453 2.292  -0.600
C19 -0.752 3.116 2.962  0.197
B1 -1.008 4.685 3.414  0.997
O2 -2.134 5.412 2.893  -0.645
O3 -0.154 5.387 4.261  -0.678
S1 0.604 3.104 1.692  1.322
O4 1.854 3.567 2.363  -0.714
O5 0.930 1.762 1.157  -0.586
C20 0.328 4.265 0.261  0.463
F1 1.381 4.015 -0.632  -0.228
F2 0.473 5.612 0.605  -0.222
C21 -1.005 4.039 -0.573  0.480
F3 -2.130 4.581 0.016  -0.210
F4 -1.191 2.726 -0.973  -0.136
F5 -0.838 4.758 -1.767  -0.283
N1 -0.556 2.147 4.114  0.820
C22 0.538 2.424 5.122  -0.297
C23 1.461 1.123 5.269  -0.075
C24 2.661 1.074 4.209  -0.033
C25 3.725 0.047 4.773  -0.771
O6 3.346 -1.347 4.407  -0.183
C26 4.391 -1.977 3.604  -0.661
H1 -1.152 0.913 9.107  0.372
H2 -2.858 -0.267 5.409  0.849
H3 -1.155 -0.609 4.883  0.310
H4 -3.394 3.118 4.601  0.319
H5 -3.670 1.784 5.806  0.699
H6 -3.945 3.056 7.567  0.308
H7 -4.085 4.421 6.344  0.292
H8 -2.456 4.398 9.020  0.291
H9 -2.205 5.718 7.701  0.248
H10 -3.822 5.523 8.554  0.371
H11 -1.856 0.296 2.800  -0.018
H12 -4.433 0.234 4.149  0.423
H13 -4.703 1.878 3.428  0.174
H14 -5.860 -0.249 2.412  0.412
H15 -5.295 1.014 1.247  0.445
H16 -3.273 -1.365 1.627  0.363
H17 -4.934 -1.791 1.062  0.510
H18 -4.004 0.734 -0.433  0.266
H19 -4.923 -0.745 -0.925  0.312
H20 -2.780 -2.158 -1.159  0.273
H21 -1.809 -0.646 -0.712  -0.064
H22 -3.081 0.476 -2.875  0.333
H23 -3.461 -1.275 -3.334  0.286
H24 -1.290 -1.506 -4.240  -0.290
H25 -0.640 -1.128 -2.561  0.268
H26 -0.184 1.227 -3.190  -0.078
H27 -1.700 1.253 -4.276  0.261
H28 0.933 1.101 -5.378  0.374
H29 -0.595 0.427 -6.197  -0.048
H30 0.505 -0.694 -5.259  -0.376
H31 -1.644 1.909 1.411  -0.061
H32 -2.985 3.116 2.139  0.220
H33 -2.945 5.162 3.371  0.318
H34 -0.532 6.239 4.542  0.307
H35 -0.146 1.335 3.590  0.372
H36 1.218 3.281 4.862  0.453
H37 0.148 2.649 6.205  -0.183
H38 0.860 0.161 5.079  -0.481
H39 1.846 1.017 6.335  0.556
H40 2.237 0.628 3.262  0.050
H41 3.169 2.068 4.072  0.363
H42 3.755 0.076 5.903  0.379
H43 4.782 0.264 4.413  0.415
H44 5.441 -1.770 3.955  0.357
H45 4.215 -1.657 2.532  0.263
H46 4.264 -3.121 3.617  0.262
Cl1 -1.047 -0.222 1.514  -0.594
F6 1.523 -2.080 -6.884  -0.222
Al1 3.057 -1.760 -7.720  0.946
F7 2.879 -2.049 -9.424  -0.395
F8 4.299 -2.799 -7.050  -0.431
F9 3.523 -0.064 -7.438  -0.494
Ca1 2.362 -3.006 5.412  1.613
C27 9.506 -6.217 4.604  -0.615
O7 9.900 -4.853 4.440  -0.318
C28 8.887 -4.004 4.282  0.786
O8 7.715 -4.292 4.267  -0.565
O9 9.398 -2.773 4.141  -0.289
C29 8.427 -1.750 3.962  -0.574
H47 10.411 -6.810 4.723  0.230
H48 8.893 -6.336 5.499  0.285
H49 8.974 -6.573 3.721  0.295
H50 7.769 -1.686 4.832  0.224
H51 7.849 -1.923 3.051  0.275
H52 8.957 -0.804 3.860  0.303
C30 -0.722 3.684 -7.845  -0.352
Br1 -1.322 3.718 -6.003  0.026
Br2 -0.195 5.440 -8.463  -0.018
Br3 0.676 2.374 -8.122  -0.017
H53 -1.570 3.375 -8.450  0.342
C31 0.488 -5.317 -5.900  0.281
Cl2 2.106 -4.609 -6.105  -0.100
Cl3 -0.064 -6.005 -7.436  -0.085
Cl4 0.573 -6.578 -4.668  -0.041
Cl5 -0.645 -4.055 -5.377  -0.043
Cl6 1.397 2.491 7.828  -0.584
Ca2 3.224 -0.942 -4.985  1.552
O10 -1.644 -7.839 -2.325  -0.658
Cl7 -1.617 -6.589 -1.600  1.611
O11 -2.810 -6.469 -0.796  -0.677
O12 -1.556 -5.487 -2.541  -0.557
O13 -0.447 -6.553 -0.741  -0.691
C32 -0.537 -1.919 -10.112  -0.579
C33 -0.815 -2.930 -10.941  0.095
C34 -2.121 -3.011 -11.661  0.854
O14 -2.330 -3.935 -12.420  -0.603
C35 -3.108 -1.959 -11.412  -0.940
C36 -2.831 -0.951 -10.581  0.310
C37 -1.515 -0.856 -9.883  1.000
O15 -1.294 0.091 -9.145  -0.485
O16 -3.731 0.028 -10.337  -0.593
O17 0.071 -3.921 -11.163  -0.566
H54 0.405 -1.849 -9.587  0.436
H55 -4.057 -2.037 -11.925  0.430
H56 -3.294 0.632 -9.710  0.304
H57 -0.364 -4.523 -11.796  0.344

* orbital gap: 2.10 eV
* lowest unoccupied orbital energy: -7.04 eV
* M: 1596.73 g mol⁻¹
* charge: +1
* DFT total energy: -452799.13340 eV

=====

4.
Formula: C4H11NO2
Source: the Open Molecules 2025 dataset
Level of theory: ωB97M-V with the def2-TZVPD basis set

Each line ends with the natural charge from an NBO analysis.
Cartesian coordinates (Å):
C1 -0.618 2.217 2.342  -0.732
C2 -1.320 1.241 1.516  0.801
O1 -1.440 0.050 1.565  -0.602
O2 -1.699 1.784 0.272  -0.736
H1 -1.104 3.192 2.345  0.253
H2 0.392 2.324 1.890  0.260
H3 -0.553 1.726 3.341  0.245
H4 -2.022 0.969 -0.416  0.512
C3 1.819 -0.795 -1.501  -0.626
C4 0.840 -1.956 -1.518  -0.219
N1 -0.435 -1.363 -1.091  -0.882
H5 1.953 -0.764 -0.387  0.192
H6 1.364 0.183 -1.679  0.223
H7 2.798 -0.838 -1.993  0.216
H8 0.628 -2.219 -2.568  0.182
H9 1.049 -2.793 -0.883  0.178
H10 -1.233 -2.029 -1.124  0.362
H11 -0.419 -0.930 -0.111  0.373

* orbital gap: 9.78 eV
* lowest unoccupied orbital energy: 0.78 eV
* relative energy (zero: lowest compared OMol25 entry of this formula, charge and spin): 1.602 eV
* M: 105.14 g mol⁻¹
* DFT total energy: -9910.63999 eV

=====

5.
Formula: C2H3CuLiO2
Source: the Open Molecules 2025 dataset
Level of theory: ωB97M-V with the def2-TZVPD basis set

Each line ends with the natural charge from an NBO analysis.
Cartesian coordinates (Å):
H1 -2.796 0.371 -0.685  0.539
O1 -1.960 0.598 0.040  -0.622
C1 -0.795 0.017 -0.226  0.130
C2 0.361 0.391 0.387  0.057
O2 1.524 -0.246 0.163  -0.919
Li1 0.951 -1.900 -0.391  0.970
Cu1 3.136 0.312 0.608  0.496
H2 -0.775 -0.749 -1.018  0.132
H3 0.354 1.206 1.122  0.217

* expectation value of S²: 2.02
* orbital gap (alpha / beta): 5.95 / 5.97 eV
* lowest unoccupied orbital energy (alpha / beta): -4.61 / -6.89 eV
* relative energy (zero: lowest compared OMol25 entry of this formula, charge and spin): 0.411 eV
* M: 129.53 g mol⁻¹
* charge: +1
* DFT total energy: -51051.63086 eV
* 2S+1: 3

=====

Q: What is the formula in the fifth record?
A: C2H3CuLiO2

=====

Q: Look up the DFT total energy of the fifth one.
A: -51051.63086 eV

=====

Copy entry 2 word for word.
Formula: C7H22N4O6P2
Source: the Open Molecules 2025 dataset
Level of theory: ωB97M-V with the def2-TZVPD basis set

Each line ends with the natural charge from an NBO analysis.
Cartesian coordinates (Å):
C1 -2.507 0.397 -1.660  -0.405
N1 -1.135 0.314 -1.217  -0.789
C2 -0.314 1.345 -1.849  -0.417
P1 -0.274 -1.091 -0.693  2.278
O1 0.568 -0.413 0.366  -0.977
N2 -1.200 -2.085 0.426  -0.800
C3 -2.605 -1.836 0.721  -0.412
C4 -0.546 -2.290 1.722  -0.395
N3 -0.746 -2.100 -1.996  -0.771
C5 -0.052 -1.823 -3.256  -0.414
C6 -1.890 -2.967 -2.158  -0.398
H1 -2.645 0.090 -2.710  0.161
H2 -2.855 1.428 -1.576  0.205
H3 -3.183 -0.183 -1.040  0.205
H4 0.024 1.049 -2.852  0.157
H5 0.569 1.557 -1.243  0.237
H6 -0.860 2.284 -1.943  0.198
H7 -2.772 -0.818 1.100  0.179
H8 -2.958 -2.534 1.483  0.199
H9 -3.263 -2.014 -0.127  0.189
H10 -0.635 -1.418 2.380  0.178
H11 0.511 -2.510 1.597  0.209
H12 -0.986 -3.150 2.233  0.183
H13 -0.604 -1.104 -3.875  0.184
H14 0.094 -2.733 -3.840  0.202
H15 0.944 -1.415 -3.068  0.201
H16 -2.833 -2.417 -2.200  0.184
H17 -1.938 -3.727 -1.379  0.228
H18 -1.820 -3.515 -3.100  0.201
N4 1.547 2.872 1.480  -1.357
P2 2.469 2.126 2.469  2.391
O2 2.341 0.551 2.287  -0.951
O3 2.006 2.468 3.966  -0.973
O4 4.082 2.422 2.305  -0.772
C7 4.455 3.742 2.300  0.973
O5 5.446 4.049 1.714  -0.529
O6 3.707 4.652 2.953  -0.702
H19 2.091 3.476 0.873  0.376
H20 2.927 0.330 1.554  0.518
H21 1.086 2.175 3.986  0.516
H22 3.899 4.647 3.897  0.511

* orbital gap: 8.20 eV
* lowest unoccupied orbital energy: 0.13 eV
* M: 320.22 g mol⁻¹
* DFT total energy: -44438.69694 eV

=====

Q: What is the formula in the fourth record?
A: C4H11NO2